(1)
Molecular formula: C41H41F7O3S
Method: DFT, ωB97M-V with the def2-TZVPD basis set

Results
energy = -79167.4928 eV
structure (SMILES) = CCCC[C@@H]1C(=O)O[C@](C[C@H](O)C(F)(F)F)(c2ccccc2)[C@H]1S.Fc1ccccc1.Fc1ccccc1.Fc1ccccc1.Fc1ccccc1
LUMO energy = -0.3588 eV
max |F| = 9.23 eV/Å
HOMO-LUMO gap = 8.52 eV

Last column: Mulliken charge in e.
Geometry (Å):
C  -1.07899  5.51108  5.38650  -0.990
C  -2.47814  5.02621  4.66198  -0.423
C  -3.18546  6.29427  3.84850  -0.460
C  -4.24732  5.64261  2.78499  -0.875
C  -3.83375  5.78328  1.20601  0.158
C  -3.97890  4.19705  0.69586  -0.046
O  -5.12707  3.61048  0.34237  -0.589
O  -2.59267  3.70131  0.76906  -0.387
C  -1.79323  4.70338  -0.01164  0.810
C  -2.02830  4.60208  -1.63080  -0.840
C  -1.45739  3.23699  -2.33536  -0.367
O  -1.76965  3.33570  -3.80015  -0.554
C  -2.15216  1.84356  -1.82241  1.094
F  -1.51282  1.26574  -0.58646  -0.241
F  -1.91116  0.80421  -2.89242  -0.292
F  -3.61811  1.94200  -1.63071  -0.255
C  -0.13029  4.55666  0.09335  0.087
C  0.48997  3.40813  1.10058  -0.279
C  2.12788  3.24247  1.15399  -0.470
C  3.14802  4.17254  0.23838  -0.346
C  2.55845  5.34959  -0.76279  -0.482
C  0.91107  5.50400  -0.80812  -0.117
C  -2.28381  6.09590  0.77458  -0.038
S  -2.20802  7.71761  -0.21667  -0.229
H  -1.37965  6.20112  6.30799  0.282
H  -0.41602  6.11409  4.63402  0.261
H  -0.53930  4.56273  5.81097  0.302
H  -2.29630  4.10447  3.96128  0.182
H  -3.22875  4.64542  5.50731  0.310
H  -2.41431  7.04637  3.39223  0.313
H  -3.83789  6.85526  4.67623  0.326
H  -5.32032  6.11215  2.91781  0.352
H  -4.34328  4.49167  3.04769  0.374
H  -4.51716  6.44865  0.52627  0.577
H  -3.17778  4.67851  -1.93294  0.366
H  -1.50640  5.51217  -2.20126  0.221
H  -0.29154  3.09855  -2.27918  0.396
H  -1.00238  2.82420  -4.22666  0.380
H  -0.26859  2.74817  1.72782  0.304
H  2.57383  2.39145  1.86108  0.277
H  4.30759  3.99274  0.28848  0.292
H  3.22140  6.03641  -1.45438  0.306
H  0.45530  6.32557  -1.53662  -0.028
H  -1.46869  6.22313  1.60514  0.316
H  -1.39608  7.57047  -1.35307  0.107
F  -1.39329  -6.04232  -2.28552  -0.317
C  -1.41344  -4.73002  -2.01705  0.289
C  -0.66936  -4.23840  -0.95014  -0.317
C  -0.68598  -2.87138  -0.67341  -0.647
C  -1.45600  -2.01189  -1.46089  -0.379
C  -2.20343  -2.51568  -2.52647  -0.359
C  -2.17774  -3.88101  -2.80974  -0.430
H  -0.08382  -4.92222  -0.34435  0.328
H  -0.10157  -2.47600  0.15368  0.421
H  -1.47219  -0.94635  -1.24193  0.339
H  -2.80522  -1.84537  -3.13543  0.507
H  -2.74562  -4.28829  -3.63966  0.461
F  1.88626  -3.62866  1.09635  -0.215
C  2.67550  -4.63005  1.50737  0.642
C  3.72473  -4.36057  2.37923  -0.519
C  4.54359  -5.40373  2.81149  -0.458
C  4.31044  -6.70438  2.35792  -0.480
C  3.25786  -6.96391  1.47892  -0.635
C  2.43246  -5.92244  1.05574  -0.156
H  3.89570  -3.34276  2.71434  0.404
H  5.36176  -5.20475  3.49921  0.379
H  4.95212  -7.51699  2.69182  0.433
H  3.08087  -7.97635  1.12403  0.351
H  1.60432  -6.10779  0.37975  0.255
F  7.65248  -5.29852  1.20081  -0.327
C  8.44172  -6.29991  1.61183  0.287
C  9.49095  -6.03043  2.48369  -0.435
C  10.30981  -7.07360  2.91595  -0.346
C  10.07666  -8.37425  2.46237  -0.420
C  9.02408  -8.63377  1.58338  -0.408
C  8.19868  -7.59230  1.16019  -0.257
H  9.66192  -5.01262  2.81879  0.398
H  11.12798  -6.87461  3.60366  0.355
H  10.71834  -9.18685  2.79627  0.356
H  8.84709  -9.64621  1.22849  0.356
H  7.37054  -7.77765  0.48420  0.443
F  -7.76616  -2.47690  -6.70389  -0.318
C  -6.82544  -1.79365  -6.03843  0.226
C  -6.23917  -0.68118  -6.63203  -0.339
C  -5.26332  0.03356  -5.93746  -0.573
C  -4.87647  -0.37913  -4.66003  -0.138
C  -5.46722  -1.50003  -4.07479  -0.402
C  -6.45088  -2.20782  -4.76506  -0.543
H  -6.54640  -0.38046  -7.62834  0.399
H  -4.80444  0.90930  -6.38962  0.377
H  -4.11210  0.17601  -4.12046  0.356
H  -5.16157  -1.82175  -3.08212  0.556
H  -6.92686  -3.07607  -4.32152  0.410

(2)
Molecular formula: C6H13OS
Method: DFT, ωB97M-V with the def2-TZVPD basis set

Results
energy = -19314.8352 eV
energy relative to the best compared isomer or geometry (same formula, charge and spin) = 30.84 kcal per mole
LUMO energy = 2.5605 eV
max |F| = 2.70 eV/Å
total charge = -1
HOMO-LUMO gap = 4.71 eV

Last column: Mulliken charge in e.
Geometry (Å):
C  -2.90401  0.50512  0.67126  -1.044
C  -2.05288  -0.07987  -0.41407  0.113
C  -2.53585  -0.28939  -1.64929  -0.196
O  -1.72745  -0.62282  -2.70921  -0.453
H  -2.40501  1.44630  1.05966  0.225
H  -3.82144  0.77913  0.26611  0.398
H  -3.06019  -0.19043  1.54707  0.233
H  -0.99201  -0.16599  -0.26700  0.235
H  -3.69029  -0.11092  -1.85975  0.122
H  -2.23137  -0.70653  -3.54337  0.324
C  1.36060  0.75182  1.12028  -1.125
C  2.19064  0.07280  -0.00503  -0.315
C  3.17839  -0.99371  0.53605  -0.733
S  4.21038  -0.28392  1.81807  -0.674
H  0.73836  0.00054  1.61100  0.225
H  0.88619  1.62493  0.71863  0.260
H  2.14596  0.99097  1.85625  0.467
H  1.51777  -0.24389  -0.86260  0.196
H  2.82663  0.85621  -0.44369  0.278
H  3.74581  -1.41394  -0.30418  0.251
H  2.61975  -1.92643  0.85382  0.214

(3)
Molecular formula: C18H35NNiP2S2
Method: DFT, ωB97M-V with the def2-TZVPD basis set

Results
energy = -102001.1081 eV
energy relative to the best compared isomer or geometry (same formula, charge and spin) = 0.00 kcal per mole
LUMO energy (spin up / spin down) = -4.9104 / -6.6980 eV
max |F| = 1.35 eV/Å
total charge = +2
expectation value of S² = 2.0094
multiplicity = 3
HOMO-LUMO gap (spin up / spin down) = 8.77 / 8.43 eV

Last column: Mulliken charge in e.
Geometry (Å):
Ni  -0.59262  0.24688  -0.41463  -0.196
S  -1.28974  2.36646  -0.70996  0.113
S  -0.79529  -2.07220  -0.67058  0.084
C  -3.12111  2.32916  -0.73466  -1.037
C  -0.98133  2.56821  -2.51094  -0.752
C  -1.24069  1.28810  -3.27667  -0.764
N  -0.56140  0.15522  -2.60730  -0.089
C  -0.90212  -1.14277  -3.24956  -0.682
C  -0.31277  -2.26909  -2.42453  -0.893
H  0.06319  2.89554  -2.58953  0.378
H  -1.62974  3.38270  -2.84176  0.567
H  -0.87186  1.38612  -4.30797  0.410
H  -2.31461  1.06588  -3.30666  0.353
H  -0.52581  -1.17302  -4.28671  0.408
H  -1.99352  -1.22857  -3.27484  0.398
H  0.78373  -2.28713  -2.49030  0.394
H  -0.69403  -3.24750  -2.74161  0.559
C  -2.60681  -2.23375  -0.89735  -0.831
H  0.44554  0.28593  -2.73812  0.142
H  -3.07932  -1.27192  -1.15424  0.102
H  -2.97160  -2.58704  0.07556  0.403
H  -2.80339  -2.99854  -1.66052  0.468
H  -3.48309  2.34342  0.30420  0.367
H  -3.51627  1.44148  -1.25581  0.232
H  -3.46278  3.24551  -1.23842  0.463
C  4.14406  0.43436  -2.16272  -0.391
C  4.83289  0.50331  -1.00998  -0.760
H  3.84050  1.31439  -2.73876  0.297
H  3.94313  -0.53647  -2.64330  0.303
H  5.19158  1.43749  -0.57381  0.383
H  5.21841  -0.40858  -0.54194  0.314
C  2.10599  -0.87262  -0.33075  -0.704
P  1.29534  0.36356  0.71434  1.540
C  2.06374  1.98725  0.82684  -1.234
C  1.26691  -0.44392  2.36292  -0.173
C  2.34215  -1.08695  2.97000  -0.603
C  2.08603  -1.88712  4.08677  -0.725
C  0.78875  -2.04382  4.55971  -0.718
C  -0.30004  -1.40244  3.95653  -0.767
C  -0.04579  -0.60744  2.84547  0.430
P  -1.27475  0.20326  1.75197  1.543
C  -2.70862  -0.80034  2.12244  -1.774
C  -1.56250  1.83869  2.49421  -1.288
H  3.11589  -1.16680  0.02602  0.551
H  2.22794  -0.39852  -1.31685  -0.418
H  1.47563  -1.76894  -0.48140  0.200
H  1.97759  2.33747  1.86732  0.403
H  3.11086  1.86399  0.53134  0.304
H  1.57785  2.72056  0.16822  0.358
H  3.34826  -0.93187  2.58044  0.494
H  2.92956  -2.36512  4.57793  0.432
H  0.61198  -2.70314  5.40105  0.429
H  -1.31103  -1.56576  4.33983  0.457
H  -3.07782  -0.48774  3.10679  0.491
H  -3.47666  -0.66083  1.35613  0.376
H  -2.41195  -1.85223  2.15926  0.481
H  -1.86766  1.65525  3.53028  0.473
H  -0.64997  2.45300  2.51445  0.276
H  -2.35075  2.38899  1.95216  0.423

(4)
Molecular formula: C4H6F2S
Method: DFT, ωB97M-V with the def2-TZVPD basis set

Results
energy = -20512.9500 eV
energy relative to the best compared isomer or geometry (same formula, charge and spin) = 46.06 kcal per mole
LUMO energy (spin up / spin down) = -0.0109 / -0.0918 eV
max |F| = 2.26 eV/Å
HOMO-LUMO gap (spin up / spin down) = 8.40 / 7.71 eV

Last column: Mulliken charge in e.
Geometry (Å):
C  0.43979  -0.14856  -1.63199  -1.010
C  -0.10270  0.30007  0.52900  0.273
C  1.01749  -0.30728  -0.29704  0.947
C  -1.27936  -0.51645  0.91904  -1.255
F  1.22199  -1.60615  0.04902  -0.284
F  2.21633  0.31660  -0.08109  -0.302
S  -0.18230  2.01264  0.74681  -0.213
H  -0.21335  -0.91560  -1.98605  0.343
H  0.48084  0.80047  -2.11958  0.322
H  -1.05840  -1.57669  0.82409  0.315
H  -2.17929  -0.28963  0.34391  0.301
H  -1.49877  -0.29539  1.96532  0.396
H  1.13774  2.22599  0.73856  0.166

(5)
Molecular formula: CH5N3S
Method: DFT, ωB97M-V with the def2-TZVPD basis set

Results
energy = -16421.5712 eV
energy relative to the best compared isomer or geometry (same formula, charge and spin) = 40.34 kcal per mole
structure (SMILES) = N/N=C\NS
LUMO energy = 0.7177 eV
max |F| = 2.26 eV/Å
HOMO-LUMO gap = 9.24 eV

Last column: Mulliken charge in e.
Geometry (Å):
N  1.15846  -1.22028  -0.22590  -0.345
N  1.46448  0.15982  -0.27037  -0.368
C  0.49710  1.01121  -0.32183  0.128
N  -0.82259  0.82773  0.17916  -0.404
S  -1.87101  -0.43721  -0.36799  -0.168
H  1.92658  -1.63103  0.32781  0.261
H  0.27995  -1.36004  0.28150  0.175
H  0.65342  2.05381  -0.65510  0.300
H  -1.29903  1.70962  0.24578  0.285
H  -1.98735  -1.11364  0.80694  0.136

> max |F| of number 2 (C6H13OS)?

2.70 eV/Å

> Which formula does entry 4 have?

C4H6F2S

> What is the max |F| in the fifth record?

2.26 eV/Å